## A
This record from OMol25 describes an isolated molecule of C3H6O3. The level of theory is ωB97M-V/def2-TZVPD.

Summary:
M: 90.078 g mol⁻¹
Highest occupied orbital energy: -10.409 eV
Structure (SMILES): O=COCCO
Gap between HOMO and LUMO: 11.28 eV

The geometry in ORCA input format:
```
! RIJCOSX wB97M-V def2-TZVPD def2/J DEFGRID3
* xyz 0 1
O 1.412 1.499 -0.214
C 1.400 0.600 -1.021
O 0.831 -0.592 -0.859
C 0.172 -0.815 0.404
C -1.254 -0.297 0.382
O -1.354 1.099 0.241
H 1.879 0.649 -2.008
H 0.187 -1.899 0.550
H 0.755 -0.332 1.195
H -1.784 -0.761 -0.459
H -1.741 -0.645 1.309
H -0.503 1.495 0.480
*
```

Results of the Mulliken charge analysis, in e, for atoms 1 through 2: atom 1 (O): -0.546, atom 2 (C): 0.232

---

## B
This record from OMol25 describes a cluster of 2 separate species, C3H6O3 in total. The level of theory is ωB97M-V/def2-TZVPD.

Summary:
M: 90.078 g mol⁻¹
Highest occupied orbital energy: -10.200 eV
Structure (SMILES): C=CO.O=CO
Gap between HOMO and LUMO: 10.65 eV

The geometry in ORCA input format:
```
! RIJCOSX wB97M-V def2-TZVPD def2/J DEFGRID3
* xyz 0 1
C -0.870 0.217 -1.697
C -0.726 -1.041 -1.357
O 0.032 -1.416 -0.199
H -1.549 0.549 -2.472
H -0.374 1.037 -1.195
H -0.997 -1.967 -1.845
H 0.831 -1.858 -0.515
O 1.172 2.166 2.652
C 0.762 1.122 2.216
O 0.862 0.849 0.920
H 0.267 0.398 2.875
H 0.592 -0.057 0.615
*
```

Results of the Mulliken charge analysis, in e, for atoms 1 through 2: atom 1 (C): -0.735, atom 2 (C): 0.091

---

What should be chosen as the least stable of them? Choose B.

---

## A
This record from OMol25 describes an isolated molecule of C3H6O3. The level of theory is ωB97M-V/def2-TZVPD.

Summary:
M: 90.078 g mol⁻¹
Highest occupied orbital energy: -9.224 eV
Gap between HOMO and LUMO: 8.85 eV

The geometry in ORCA input format:
```
! RIJCOSX wB97M-V def2-TZVPD def2/J DEFGRID3
* xyz 0 1
C -0.563 0.273 0.725
C 0.824 0.451 0.890
C -0.370 -0.742 -0.731
O -1.298 1.388 0.352
O 1.131 -0.197 -0.964
O -1.174 -0.447 -1.603
H -1.653 1.184 -0.537
H 1.707 -0.888 -1.327
H -1.065 -0.381 1.440
H 1.287 1.403 0.674
H 1.403 -0.273 1.447
H -0.229 -1.770 -0.365
*
```

Results of the Mulliken charge analysis, in e, for atoms 1 through 2: atom 1 (C): -0.087, atom 2 (C): -0.198

---

## B
This record from OMol25 describes a cluster of 2 separate species, C3H6O3 in total. The level of theory is ωB97M-V/def2-TZVPD.

Summary:
M: 90.078 g mol⁻¹
Highest occupied orbital energy: -9.519 eV
Structure (SMILES): C=CO.O=CO
Gap between HOMO and LUMO: 10.26 eV

The geometry in ORCA input format:
```
! RIJCOSX wB97M-V def2-TZVPD def2/J DEFGRID3
* xyz 0 1
C -0.961 -1.041 0.157
C 0.346 -1.168 -0.053
O 0.875 -1.145 -1.316
H -1.632 -0.877 -0.683
H -1.405 -1.021 1.148
H 1.029 -1.381 0.773
H 1.272 -0.268 -1.471
O 1.168 1.377 -0.567
C 0.424 1.174 0.366
O -0.905 1.392 0.327
H 0.753 0.947 1.386
H -1.119 1.557 -0.605
*
```

Results of the Mulliken charge analysis, in e, for atoms 1 through 2: atom 1 (C): -0.463, atom 2 (C): -0.350

---

## C
This record from OMol25 describes an isolated molecule of C3H6O3. The level of theory is ωB97M-V/def2-TZVPD.

Summary:
M: 90.078 g mol⁻¹
Highest occupied orbital energy: -10.344 eV
Structure (SMILES): O=COCCO
Gap between HOMO and LUMO: 10.07 eV

The geometry in ORCA input format:
```
! RIJCOSX wB97M-V def2-TZVPD def2/J DEFGRID3
* xyz 0 1
O 0.317 -0.506 -2.099
C 0.169 0.656 -1.782
O 0.022 1.257 -0.599
C -0.733 0.317 0.698
C 0.532 -0.360 1.099
O 0.694 -1.603 0.472
H -0.713 1.392 -2.446
H -1.111 1.023 1.464
H -1.536 -0.459 0.521
H 1.379 0.339 0.979
H 0.488 -0.515 2.174
H 0.492 -1.542 -0.481
*
```

Results of the Mulliken charge analysis, in e, for atoms 1 through 2: atom 1 (O): -0.493, atom 2 (C): 0.244

---

## D
This record from OMol25 describes an isolated molecule of C3H6O3. The level of theory is ωB97M-V/def2-TZVPD.

Summary:
M: 90.078 g mol⁻¹
Highest occupied orbital energy: -10.081 eV
Structure (SMILES): COCC(=O)O
Gap between HOMO and LUMO: 10.82 eV

The geometry in ORCA input format:
```
! RIJCOSX wB97M-V def2-TZVPD def2/J DEFGRID3
* xyz 0 1
C -1.772 0.201 -1.065
O -0.533 0.646 -0.531
C 0.438 -0.393 -0.417
C 1.194 -0.479 0.884
O 0.650 -0.931 1.908
O 2.536 -0.192 0.852
H -1.772 -0.827 -1.256
H -2.039 0.685 -2.017
H -2.669 0.317 -0.342
H 1.243 -0.322 -1.236
H 0.086 -1.368 -0.633
H 2.869 -0.214 1.744
*
```

Results of the Mulliken charge analysis, in e, for atoms 1 through 2: atom 1 (C): -0.636, atom 2 (O): -0.312

---

What should be chosen as the least stable of them? Choose A.

---

## A
This record from OMol25 describes a cluster of 2 separate species, C3H6O3 in total. The level of theory is ωB97M-V/def2-TZVPD.

Summary:
M: 90.078 g mol⁻¹
Highest occupied orbital energy: -9.763 eV
Structure (SMILES): CC(=O)C=O.O
Gap between HOMO and LUMO: 9.45 eV

The geometry in ORCA input format:
```
! RIJCOSX wB97M-V def2-TZVPD def2/J DEFGRID3
* xyz 0 1
C -0.492 -1.244 0.549
C 0.623 -0.458 -0.085
O 1.098 -0.683 -1.173
C 1.185 0.697 0.766
O 2.024 1.446 0.341
H -0.942 -1.911 -0.186
H -1.247 -0.561 0.948
H -0.102 -1.841 1.382
H 0.779 0.792 1.795
O -1.044 1.407 -1.084
H -1.645 0.895 -1.639
H -0.236 1.462 -1.613
*
```

Results of the Mulliken charge analysis, in e, for atoms 1 through 2: atom 1 (C): -1.229, atom 2 (C): 0.844

---

## B
This record from OMol25 describes a cluster of 2 separate species, C3H6O3 in total. The level of theory is ωB97M-V/def2-TZVPD.

Summary:
M: 90.078 g mol⁻¹
Highest occupied orbital energy: -9.226 eV
Gap between HOMO and LUMO: 9.00 eV

The geometry in ORCA input format:
```
! RIJCOSX wB97M-V def2-TZVPD def2/J DEFGRID3
* xyz 0 1
O 1.603 0.570 -0.845
C 0.549 0.088 0.768
C -0.717 0.164 0.063
O -0.907 1.201 -0.664
C -1.297 -1.199 -0.328
O -2.016 -1.374 -1.271
H 2.233 1.277 -0.645
H 0.871 0.993 1.269
H 0.961 -0.856 1.123
H -1.017 0.130 1.280
H 0.738 1.038 -1.106
H -1.003 -2.032 0.358
*
```

Results of the Mulliken charge analysis, in e, for atoms 1 through 2: atom 1 (O): -0.629, atom 2 (C): -0.540

---

What should be chosen as the least stable of them? Choose B.

---

## A
This record from OMol25 describes an isolated molecule of C3H6O3. The level of theory is ωB97M-V/def2-TZVPD.

Summary:
M: 90.078 g mol⁻¹
Highest occupied orbital energy: -10.402 eV
Structure (SMILES): O=C[C@H](O)CO
Gap between HOMO and LUMO: 11.00 eV

The geometry in ORCA input format:
```
! RIJCOSX wB97M-V def2-TZVPD def2/J DEFGRID3
* xyz 0 1
O -2.342 -0.131 -0.273
C -1.362 -0.649 0.223
C -0.046 0.082 0.420
O -0.093 1.390 -0.039
C 1.125 -0.696 -0.236
O 2.367 -0.064 -0.138
H -1.400 -1.736 0.444
H 0.201 0.146 1.514
H -0.981 1.613 -0.437
H 0.935 -0.661 -1.321
H 1.128 -1.731 0.112
H 2.367 0.384 0.847
*
```

Results of the Mulliken charge analysis, in e, for atoms 1 through 2: atom 1 (O): -0.492, atom 2 (C): -0.002

---

## B
This record from OMol25 describes an isolated molecule of C3H6O3. The level of theory is ωB97M-V/def2-TZVPD.

Summary:
M: 90.078 g mol⁻¹
Highest occupied orbital energy: -10.538 eV
Structure (SMILES): C1OCOCO1
Gap between HOMO and LUMO: 11.53 eV

The geometry in ORCA input format:
```
! RIJCOSX wB97M-V def2-TZVPD def2/J DEFGRID3
* xyz 0 1
C 0.505 1.012 -0.620
O 0.002 -0.130 -1.263
C -0.703 -0.873 -0.554
O 0.143 -1.382 0.445
C 0.299 -0.238 1.187
O 1.168 0.717 0.519
H -0.362 1.605 -0.398
H 1.254 1.647 -1.243
H -1.458 -0.349 -0.228
H -0.778 -1.720 -1.354
H 0.652 -0.613 2.229
H -0.723 0.324 1.281
*
```

Results of the Mulliken charge analysis, in e, for atoms 1 through 2: atom 1 (C): -0.192, atom 2 (O): -0.344

---

## C
This record from OMol25 describes an isolated molecule of C3H6O3. The level of theory is ωB97M-V/def2-TZVPD.

Summary:
M: 90.078 g mol⁻¹
Highest occupied orbital energy: -10.254 eV
Structure (SMILES): O=C(O)CCO
Gap between HOMO and LUMO: 10.83 eV

The geometry in ORCA input format:
```
! RIJCOSX wB97M-V def2-TZVPD def2/J DEFGRID3
* xyz 0 1
O -0.066 1.150 2.290
C 0.147 0.372 1.399
O 0.968 -0.693 1.553
C -0.441 0.477 0.031
C -0.257 -0.644 -1.033
O -0.398 -0.022 -2.298
H 1.429 -0.690 2.390
H -0.054 1.502 -0.182
H -1.538 0.656 0.062
H -0.999 -1.409 -0.831
H 0.751 -1.055 -0.867
H 0.459 0.355 -2.513
*
```

Results of the Mulliken charge analysis, in e, for atoms 1 through 2: atom 1 (O): -0.557, atom 2 (C): 0.488

---

## D
This record from OMol25 describes a cluster of 2 separate species, C3H6O3 in total. The level of theory is ωB97M-V/def2-TZVPD.

Summary:
M: 90.078 g mol⁻¹
Highest occupied orbital energy: -9.973 eV
Structure (SMILES): COC(=O)C=O.[H][H]
Gap between HOMO and LUMO: 10.68 eV

The geometry in ORCA input format:
```
! RIJCOSX wB97M-V def2-TZVPD def2/J DEFGRID3
* xyz 0 1
C 2.100 -0.294 0.259
O 0.725 -0.353 0.624
C -0.141 0.063 -0.297
O 0.122 0.360 -1.433
C -1.466 0.125 0.481
O -1.852 1.155 0.988
H 2.298 -0.961 -0.581
H 2.364 0.730 -0.014
H 2.641 -0.609 1.148
H -1.901 -0.879 0.684
H -2.368 0.026 -1.134
H -2.522 0.637 -0.726
*
```

Results of the Mulliken charge analysis, in e, for atoms 1 through 2: atom 1 (C): -0.622, atom 2 (O): -0.267

---

What should be chosen as the least stable of them? Choose B.